[1]
Formula: C30H24N4O4Pb
Source: OMol25
Level of theory: ωB97M-V with the def2-TZVPD basis set

The value obtained for the max |F| is 0.017 Eh/bohr. The HOMO-LUMO gap is 6.752 eV. The LUMO energy is -0.58 eV. The calculation puts the HOMO energy at -7.328 eV.

Structure (XYZ):
```
63
Properties=species:S:1:pos:R:3:forces:R:3:lowdin_charge:R:1
Pb 0.715 -0.550 -0.115 0.582 -0.166 0.257 1.55
O 1.519 -2.587 -1.046 -0.502 -0.399 -0.136 -0.28
C 0.907 -3.682 -1.377 0.140 0.345 0.031 -0.38
C 1.626 -4.918 -1.381 0.036 0.164 0.043 -0.02
C 1.039 -6.100 -1.742 -0.255 0.047 -0.091 -0.09
C -0.314 -6.153 -2.154 0.325 -0.104 0.082 -0.11
C -1.027 -4.990 -2.168 -0.152 0.210 0.009 -0.07
C -0.469 -3.751 -1.765 0.003 0.031 0.015 -0.15
C -1.366 -2.627 -1.803 0.033 -0.189 -0.048 -0.11
N -1.205 -1.434 -1.359 -0.182 0.377 -0.059 -0.08
C -2.300 -0.481 -1.616 0.163 -0.205 -0.030 -0.21
C -2.185 0.716 -0.691 0.398 0.074 0.120 -0.22
N -0.825 1.237 -0.827 -0.289 -0.198 0.055 -0.09
C -0.630 2.385 -1.353 0.161 0.085 -0.038 -0.10
C 0.624 2.945 -1.811 -0.106 0.011 0.007 -0.15
C 0.547 4.200 -2.462 -0.133 -0.123 0.071 -0.07
C 1.622 4.767 -3.093 0.218 -0.073 -0.013 -0.11
C 2.840 4.050 -3.105 -0.152 0.117 0.019 -0.09
C 2.958 2.841 -2.470 -0.024 0.006 0.025 -0.03
C 1.869 2.241 -1.768 0.066 -0.034 0.234 -0.39
O 2.066 1.141 -1.117 -0.289 0.098 -0.239 -0.27
H 2.664 -4.870 -1.070 -0.087 -0.038 -0.058 0.11
H 1.621 -7.014 -1.724 0.022 0.011 0.018 0.10
H -0.770 -7.089 -2.447 0.047 0.039 -0.002 0.09
H -2.068 -5.001 -2.492 0.136 0.018 0.076 0.11
H -2.330 -2.849 -2.277 -0.026 -0.060 -0.024 0.13
H -3.278 -0.953 -1.491 -0.002 -0.087 0.023 0.12
H -2.232 -0.121 -2.645 0.052 -0.038 -0.105 0.12
H -2.348 0.386 0.337 0.052 0.060 0.064 0.10
H -2.944 1.457 -0.946 -0.079 0.170 -0.040 0.12
H -1.508 3.015 -1.533 -0.065 0.069 -0.123 0.12
H -0.418 4.708 -2.476 0.125 -0.066 0.009 0.11
H 1.535 5.726 -3.592 0.020 -0.112 0.049 0.09
H 3.696 4.464 -3.633 -0.083 -0.054 0.080 0.10
H 3.889 2.287 -2.479 -0.024 0.040 0.005 0.11
O 1.570 1.158 3.040 -0.067 0.046 -0.108 0.12
C 2.710 1.725 2.537 -0.300 -0.425 0.267 -0.21
C 3.977 1.178 2.612 0.205 -0.254 0.054 0.02
C 4.980 1.918 2.015 0.000 -0.005 0.006 -0.05
C 4.721 3.145 1.375 0.019 -0.057 -0.003 -0.06
C 3.448 3.665 1.319 0.047 0.273 -0.177 0.00
C 2.427 2.924 1.918 -0.275 0.223 -0.045 -0.14
C 1.017 3.062 2.048 -0.363 0.214 -0.211 0.08
N 0.534 2.029 2.681 -0.429 -0.479 -0.229 -0.09
N -0.725 1.809 3.119 0.663 -0.084 0.271 0.13
C -1.261 0.566 2.939 0.119 -0.029 -0.671 -0.45
O -0.847 -0.357 2.213 0.153 0.705 0.513 -0.12
C -2.572 0.406 3.657 0.058 0.026 -0.012 -0.15
C -3.280 -0.780 3.485 -0.087 -0.019 0.050 -0.03
C -4.502 -0.965 4.123 0.050 0.038 -0.030 -0.08
C -5.019 0.040 4.936 0.046 -0.061 -0.047 -0.09
C -4.311 1.225 5.110 -0.002 0.007 -0.020 -0.08
C -3.090 1.407 4.473 -0.087 0.089 0.123 -0.04
H 4.159 0.220 3.093 -0.026 0.226 -0.101 0.13
H 5.995 1.536 2.036 -0.087 0.048 -0.019 0.11
H 5.538 3.679 0.905 -0.044 -0.036 0.055 0.11
H 3.241 4.608 0.816 0.029 -0.248 0.083 0.13
H 0.338 3.836 1.709 0.138 -0.208 0.047 0.16
H -2.852 -1.551 2.854 -0.050 0.044 0.030 0.11
H -5.052 -1.892 3.984 0.087 0.130 0.035 0.10
H -5.970 -0.102 5.439 0.086 0.013 -0.062 0.10
H -4.715 2.010 5.742 0.064 -0.094 -0.064 0.10
H -2.529 2.325 4.608 -0.074 -0.109 -0.023 0.10
```
Forces are in eV/Å.

[2]
Formula: C4H9N4
Source: OMol25
Level of theory: ωB97M-V with the def2-TZVPD basis set

The value obtained for the max |F| is 0.137 Eh/bohr. The HOMO-LUMO gap is 8.482 eV. The LUMO energy is -3.57 eV. Its net charge is +1. The calculation puts the HOMO energy at -12.048 eV.

Structure (XYZ):
```
17
Properties=species:S:1:pos:R:3:forces:R:3:lowdin_charge:R:1
C 0.449 -1.235 -0.181 -4.801 5.151 0.211 0.17
C -1.134 -0.567 -0.123 4.776 -3.781 0.840 -0.18
C -0.955 0.765 0.070 1.515 -2.443 -1.489 -0.36
C 2.619 0.022 -0.024 0.773 -2.105 -0.443 0.01
N 0.398 1.006 0.019 0.856 2.359 0.628 0.11
N 1.183 -0.101 -0.082 -1.713 -1.949 -0.231 -0.19
N -2.231 -1.399 -0.110 -0.100 -3.182 -0.133 0.05
N -1.824 1.763 0.002 -0.520 2.156 0.929 0.16
H 0.768 -2.242 -0.453 0.270 0.513 0.377 0.13
H 2.993 0.145 -1.043 0.190 1.507 0.303 0.11
H 2.806 0.651 0.836 0.859 0.509 -0.488 0.11
H 3.106 -0.984 0.136 -1.045 0.818 0.581 0.13
H 0.761 2.013 0.107 -0.104 -2.535 -0.281 0.23
H -2.755 -1.586 0.764 0.553 1.074 -0.397 0.11
H -1.852 -2.389 -0.295 -1.105 2.005 -0.193 0.13
H -2.812 1.589 -0.220 0.915 0.249 0.493 0.14
H -1.517 2.549 0.597 -1.317 -0.345 -0.707 0.13
```
Forces are in eV/Å.

[3]
Formula: C3H5NO2
Source: OMol25
Level of theory: ωB97M-V with the def2-TZVPD basis set

The value obtained for the max |F| is 0.115 Eh/bohr. The HOMO-LUMO gap is 10.199 eV. The LUMO energy is -0.08 eV. The calculation puts the HOMO energy at -10.280 eV.

Structure (XYZ):
```
11
Properties=species:S:1:pos:R:3:forces:R:3:lowdin_charge:R:1
O -1.987 -0.380 0.551 0.948 1.627 -1.118 0.03
C -0.821 -0.269 0.165 -0.889 -2.465 1.577 -0.53
N -0.357 0.790 -0.589 -2.236 2.066 0.086 0.08
C 0.895 1.516 -0.587 3.170 1.601 -2.255 -0.22
O 1.726 1.629 -1.539 -4.047 -1.211 4.108 0.04
C 0.008 -1.484 0.537 2.248 -0.208 -2.166 -0.02
H -1.204 1.484 -0.489 2.184 -1.205 -0.572 0.20
H 1.036 2.182 0.345 -0.086 -1.006 -1.158 0.15
H 0.576 -1.882 -0.364 -0.309 0.848 0.754 0.10
H -0.686 -2.308 0.681 0.090 0.310 1.012 0.08
H 0.813 -1.278 1.288 -1.073 -0.357 -0.268 0.09
```
Forces are in eV/Å.

[4]
Formula: C3H8N2O
Source: OMol25
Level of theory: ωB97M-V with the def2-TZVPD basis set

The value obtained for the max |F| is 0.008 Eh/bohr. The HOMO-LUMO gap is 9.241 eV. The LUMO energy is 0.61 eV. The calculation puts the HOMO energy at -8.630 eV.

Structure (XYZ):
```
14
Properties=species:S:1:pos:R:3:forces:R:3:lowdin_charge:R:1
C -1.652 -1.530 0.395 -0.248 -0.258 0.062 -0.13
N -0.659 -0.509 0.180 0.346 -0.196 0.010 -0.03
C 0.416 1.802 -0.346 0.012 0.148 -0.024 -0.09
C 0.561 -0.839 0.145 -0.152 0.014 -0.080 -0.54
O 1.395 -1.715 0.234 -0.265 0.318 0.005 0.03
N 1.349 0.668 -0.237 0.166 0.012 -0.013 0.02
H -1.234 -2.534 0.527 -0.055 0.076 0.013 0.07
H -2.244 -1.266 1.278 0.022 -0.155 -0.097 0.07
H -2.335 -1.541 -0.464 0.049 -0.092 0.166 0.07
H 0.897 2.666 -0.807 0.024 -0.008 0.095 0.08
H -0.446 1.470 -0.925 0.247 0.110 0.033 0.08
H 0.043 2.039 0.652 0.141 0.034 -0.194 0.09
H 1.846 0.479 -1.106 -0.133 0.037 0.097 0.14
H 2.064 0.809 0.476 -0.156 -0.041 -0.073 0.14
```
Forces are in eV/Å.

[5]
Formula: C5H4F2
Source: OMol25
Level of theory: ωB97M-V with the def2-TZVPD basis set

The value obtained for the max |F| is 0.162 Eh/bohr. The HOMO-LUMO gap is 9.365 eV. The LUMO energy is 0.21 eV. The calculation puts the HOMO energy at -9.152 eV.

Structure (XYZ):
```
11
Properties=species:S:1:pos:R:3:forces:R:3:lowdin_charge:R:1
C -0.946 0.772 -0.252 -1.155 2.256 0.930 -0.27
C 0.332 1.130 -0.210 0.168 2.887 2.092 -0.01
C 1.232 -0.052 0.072 -1.863 -1.033 -2.871 -0.13
C 0.191 -1.218 0.122 -1.152 5.032 -1.069 0.06
C -0.993 -0.574 -0.176 -1.483 -7.877 2.298 -0.17
H 0.422 2.143 0.269 0.796 -0.856 -0.959 0.14
H 1.858 -0.234 -0.827 0.061 -0.003 0.573 0.13
H 1.850 0.111 0.910 0.573 0.095 1.054 0.10
H 0.361 -2.210 -0.023 0.524 -2.666 0.080 0.07
F -2.062 1.449 0.133 1.004 0.287 -1.117 0.09
F -2.243 -1.317 -0.018 2.528 1.880 -1.010 -0.01
```
Forces are in eV/Å.

[6]
Formula: C23H26BN11SW
Source: OMol25
Level of theory: ωB97M-V with the def2-TZVPD basis set

The value obtained for the max |F| is 0.031 Eh/bohr. The HOMO-LUMO gap (alpha / beta) is 4.045 / 5.351 eV. The LUMO energy (alpha / beta) is -12.36 / -11.06 eV. Its net charge is +3. Its spin multiplicity is 2. The calculation puts the HOMO energy (alpha / beta) at -16.401 / -16.406 eV. Its expectation value of S² is 1.06.

Structure (XYZ):
```
63
Properties=species:S:1:pos:R:3:forces:R:3:lowdin_charge:R:1
W 0.611 0.437 -0.657 0.281 -0.515 -1.122 1.83
C -1.743 2.827 2.205 0.196 0.031 -0.109 0.02
C -0.683 2.651 1.343 -0.203 0.066 0.227 -0.13
N -0.730 1.421 0.779 0.438 -0.127 -0.273 -0.12
N -1.832 0.801 1.301 -0.229 0.356 0.194 0.05
C -2.446 1.626 2.155 0.030 0.139 0.006 0.02
B -2.124 -0.652 0.873 -0.434 -0.197 0.245 -0.65
N -2.230 -0.676 -0.682 -0.141 -0.142 -0.176 0.04
C -3.281 -1.000 -1.440 0.052 0.087 -0.065 0.01
C -2.872 -1.077 -2.765 0.085 -0.014 -0.027 0.02
C -1.523 -0.781 -2.736 -0.110 -0.123 -0.095 -0.11
N -1.134 -0.529 -1.470 0.325 0.390 0.125 -0.13
N -0.861 -1.500 1.205 0.126 -0.208 0.023 0.05
C -0.745 -2.531 2.048 0.086 0.021 -0.017 0.01
C 0.514 -3.097 1.894 0.116 0.039 -0.046 0.02
C 1.134 -2.333 0.926 -0.141 -0.200 0.143 -0.08
N 0.302 -1.358 0.511 0.048 0.605 -0.107 -0.10
N -3.336 -1.279 1.482 0.421 -0.040 -0.290 -0.04
C -3.777 -2.561 1.270 -0.148 -0.156 0.086 -0.10
C -4.896 -2.744 2.030 -0.196 0.246 -0.072 -0.02
C -5.091 -1.497 2.679 0.109 -0.338 -0.119 -0.09
N -4.153 -0.639 2.351 -0.156 0.324 0.222 0.07
H -1.973 3.702 2.788 -0.042 -0.042 0.016 0.13
H 0.100 3.358 1.119 0.016 -0.075 -0.066 0.10
H -3.342 1.308 2.667 0.044 -0.090 -0.057 0.12
H -4.260 -1.149 -1.011 0.051 -0.062 0.078 0.15
H -3.474 -1.335 -3.620 0.017 0.008 0.002 0.13
H -0.821 -0.763 -3.555 0.004 0.016 0.057 0.11
H -1.551 -2.811 2.707 -0.052 0.028 -0.074 0.15
H 0.915 -3.954 2.407 -0.030 -0.001 -0.006 0.13
H 2.114 -2.469 0.500 -0.005 0.079 -0.029 0.12
H -3.275 -3.248 0.605 0.031 0.064 -0.003 0.13
H -5.533 -3.610 2.079 0.104 -0.049 0.041 0.12
H -5.875 -1.221 3.364 0.007 0.057 0.019 0.12
S 4.435 -1.536 -2.207 -0.209 0.549 1.126 1.20
C 3.348 -1.601 -3.511 -0.838 0.130 -0.451 -0.32
C 2.144 -1.017 -3.245 0.200 -0.188 -0.461 -0.16
C 2.058 -0.460 -1.938 -1.296 0.680 0.602 -0.30
C 3.279 -0.672 -1.257 1.172 -0.696 -0.591 -0.48
C 3.451 -0.283 0.120 0.167 0.169 0.528 -0.30
C 4.591 -0.491 0.893 -0.160 -0.012 -0.353 0.04
C 4.587 -0.113 2.224 -0.094 0.106 0.278 0.04
C 3.442 0.464 2.768 0.331 -0.134 -0.103 0.03
C 2.345 0.647 1.953 -0.249 0.065 -0.149 -0.08
N 2.342 0.292 0.657 0.298 -0.049 0.284 -0.10
H 3.634 -2.084 -4.435 0.083 -0.021 0.025 0.11
H 1.364 -1.001 -3.994 -0.004 0.033 0.074 0.10
H 5.461 -0.953 0.446 0.039 0.004 0.033 0.13
H 5.462 -0.270 2.841 0.011 -0.013 -0.031 0.14
H 3.399 0.760 3.806 -0.009 0.006 0.010 0.14
H 1.433 1.083 2.341 -0.032 -0.042 -0.038 0.12
N -0.269 1.895 -2.255 0.458 -0.102 0.281 -0.03
C 0.701 2.896 -2.777 0.116 0.151 0.104 -0.18
C 1.318 3.547 -1.568 -0.131 0.030 -0.242 -0.18
N 1.873 2.443 -0.735 -0.409 -0.218 -0.113 -0.03
H -0.695 1.417 -3.044 -0.021 -0.191 0.092 0.10
H -1.036 2.405 -1.813 -0.090 -0.103 0.090 0.12
H 0.218 3.634 -3.416 -0.083 -0.057 -0.002 0.15
H 1.454 2.371 -3.368 -0.022 -0.018 -0.018 0.13
H 0.556 4.076 -0.995 0.042 -0.006 0.040 0.12
H 2.089 4.264 -1.849 0.054 -0.032 0.069 0.15
H 2.138 2.816 0.174 -0.051 -0.145 0.109 0.11
H 2.749 2.155 -1.168 0.030 -0.073 0.074 0.11
```
Forces are in eV/Å.

What are the ΔE to the lowest compared entry with this formula, charge and spin values for these records? In order: 61.1, 267.1, 174.8, 173.8, 165.8, 35.5 kJ/mol.